[1]
Formula: HN3O3S
Source: OMol25
Level of theory: ωB97M-V/def2-TZVPD

Last column: natural (NBO) charge in e.
Geometry (Å):
N  -1.3035  -1.1569  0.7046  -0.09
N  -0.1611  1.0852  0.1311  -0.78
N  1.4155  0.2053  -0.1216  0.68
O  2.2768  0.9726  -0.3013  -0.30
O  -1.8753  -2.1888  0.5121  -0.29
O  1.3509  -0.9331  -0.2407  -0.26
S  -1.3959  0.0755  -0.3709  0.64
H  -0.3074  1.9402  -0.3134  0.39

Calculated values
Highest occupied orbital energy (spin up / spin down) ... -9.17 / -9.17 eV
Gap between HOMO and LUMO (spin up / spin down) ... 8.2 / 8.1 eV
LUMO level (spin up / spin down) ... -1.02 / -1.02 eV

---

[2]
Formula: C4H4O2S3
Source: OMol25
Level of theory: ωB97M-V/def2-TZVPD

Last column: natural (NBO) charge in e.
Geometry (Å):
C  0.7833  3.2222  0.9949  -0.18
C  0.2623  2.2510  0.5414  -0.03
C  0.0798  -0.2314  0.1836  -0.53
C  -0.3545  1.2070  -0.1322  -0.41
O  -0.9840  -3.1755  0.5499  -0.85
O  0.7618  -4.3816  -0.6632  -0.82
S  0.2129  -0.8361  -1.4919  0.05
S  -0.0496  1.1666  -1.9314  0.14
S  -0.4743  -3.6127  -0.7163  1.65
H  1.0866  4.1120  1.4679  0.24
H  1.0052  -0.4606  0.7125  0.25
H  -0.8519  -0.6041  0.5901  0.25
H  -1.4776  1.3433  -0.1053  0.25

Calculated values
Highest occupied orbital energy ... -8.31 eV
Gap between HOMO and LUMO ... 7.0 eV
LUMO level ... -1.30 eV

---

[3]
Formula: C4H5NO2
Source: OMol25
Level of theory: ωB97M-V/def2-TZVPD

Last column: natural (NBO) charge in e.
Geometry (Å):
N  -2.2300  -0.3823  -0.0395  -0.81
C  -0.9138  0.0367  0.0723  0.49
C  0.1941  -0.7383  0.1462  -0.47
C  1.2954  0.1630  0.1806  0.24
O  2.5909  -0.2423  0.1206  -0.66
C  0.7914  1.4211  0.2075  -0.06
O  -0.6012  1.3376  0.1284  -0.42
H  -2.8648  0.2601  -0.4882  0.39
H  -2.2532  -1.2822  -0.5040  0.38
H  0.2281  -1.8108  0.2305  0.22
H  2.5600  -1.1709  -0.1488  0.48
H  1.2032  2.4083  0.0943  0.21

Calculated values
Highest occupied orbital energy ... -7.70 eV
Gap between HOMO and LUMO ... 8.5 eV
LUMO level ... 0.81 eV
Structure (SMILES) ... Nc1cc(O)co1